[1]
A cluster of 15 separate species, C45H117N9O42P6 in total in a non-equilibrium geometry. Source: the Open Molecules 2025 dataset; level of theory: the ωB97M-V functional and the def2-TZVPD basis.

Cartesian coordinates (Å):
C1 3.682 4.166 -1.503
C2 4.793 4.210 -2.509
O1 4.281 4.652 -3.789
P1 3.950 3.593 -4.911
O2 3.042 2.523 -4.489
O3 5.378 3.070 -5.333
C3 6.385 3.933 -5.932
C4 7.764 3.423 -5.532
O4 3.448 4.433 -6.138
C5 2.001 4.519 -6.358
C6 1.798 5.131 -7.725
H1 3.150 5.078 -1.250
H2 2.966 3.399 -1.802
H3 4.116 3.813 -0.559
H4 5.587 4.911 -2.254
H5 5.255 3.230 -2.649
H6 6.247 3.868 -7.014
H7 6.259 4.968 -5.604
H8 7.760 2.348 -5.335
H9 8.516 3.625 -6.291
H10 8.053 3.863 -4.572
H11 1.557 3.523 -6.352
H12 1.578 5.141 -5.567
H13 2.463 4.724 -8.489
H14 0.791 4.971 -8.125
H15 1.927 6.216 -7.782
C7 1.604 0.612 -7.974
C8 0.586 0.502 -6.862
O5 -0.241 -0.660 -6.991
P2 -0.098 -1.939 -6.082
O6 -1.099 -2.941 -6.399
O7 1.435 -2.331 -6.232
C9 1.869 -3.072 -7.393
C10 3.340 -3.382 -7.222
O8 -0.082 -1.381 -4.610
C11 -0.432 -2.235 -3.517
C12 0.387 -3.491 -3.423
H16 2.098 1.588 -7.909
H17 2.365 -0.163 -8.019
H18 1.124 0.711 -8.953
H19 1.035 0.587 -5.869
H20 0.000 1.421 -6.975
H21 1.272 -3.989 -7.397
H22 1.649 -2.497 -8.293
H23 3.654 -4.133 -7.946
H24 3.922 -2.481 -7.434
H25 3.544 -3.727 -6.211
H26 -0.548 -1.604 -2.637
H27 -1.474 -2.550 -3.672
H28 -0.104 -4.119 -2.673
H29 0.338 -4.039 -4.363
H30 1.423 -3.366 -3.117
C13 -1.400 -3.899 1.017
C14 0.045 -4.265 0.846
O9 0.647 -3.424 -0.140
P3 1.874 -2.524 0.207
O10 3.086 -3.258 0.546
O11 1.971 -1.625 -1.077
C15 2.982 -0.586 -1.162
C16 2.857 -0.015 -2.554
O12 1.386 -1.524 1.332
C17 0.254 -0.652 1.055
C18 -0.473 -0.467 2.362
H31 -1.996 -4.049 0.116
H32 -1.861 -4.397 1.872
H33 -1.520 -2.837 1.260
H34 0.567 -4.234 1.809
H35 0.124 -5.325 0.588
H36 2.788 0.167 -0.389
H37 3.997 -0.951 -1.001
H38 2.787 -0.845 -3.256
H39 1.947 0.575 -2.659
H40 3.649 0.693 -2.791
H41 0.553 0.273 0.563
H42 -0.373 -1.225 0.365
H43 -1.410 0.077 2.266
H44 -0.649 -1.441 2.817
H45 0.162 0.039 3.096
C19 -7.593 5.669 1.157
C20 -6.165 5.908 1.606
O13 -5.591 4.691 2.108
P4 -4.699 3.761 1.218
O14 -5.236 3.452 -0.109
O15 -3.307 4.504 1.252
C21 -2.247 4.027 0.371
C22 -1.262 3.188 1.153
O16 -4.445 2.473 2.099
C23 -5.507 1.545 2.234
C24 -5.181 0.631 3.388
H46 -8.105 6.608 0.953
H47 -7.569 5.108 0.217
H48 -8.136 5.037 1.857
H49 -5.550 6.309 0.801
H50 -6.195 6.612 2.438
H51 -2.664 3.564 -0.522
H52 -1.758 4.947 0.041
H53 -1.031 3.680 2.102
H54 -1.685 2.216 1.409
H55 -0.286 3.134 0.667
H56 -6.509 1.946 2.410
H57 -5.603 0.951 1.321
H58 -4.931 1.197 4.285
H59 -6.003 -0.043 3.639
H60 -4.341 -0.038 3.183
C25 -2.235 2.237 5.554
C26 -3.297 1.786 6.537
O17 -2.979 2.251 7.835
P5 -3.646 3.553 8.426
O18 -3.053 4.051 9.653
O19 -5.159 3.065 8.529
C27 -6.174 4.065 8.776
C28 -6.533 4.125 10.244
O20 -3.691 4.553 7.192
C29 -2.794 5.680 7.155
C30 -3.127 6.536 5.962
H61 -1.259 1.924 5.938
H62 -2.285 1.717 4.593
H63 -2.273 3.309 5.386
H64 -4.244 2.212 6.203
H65 -3.332 0.701 6.555
H66 -5.830 5.050 8.438
H67 -7.053 3.846 8.167
H68 -5.752 4.608 10.827
H69 -7.410 4.771 10.362
H70 -6.794 3.141 10.622
H71 -2.843 6.212 8.103
H72 -1.774 5.307 7.018
H73 -2.447 7.378 5.853
H74 -3.072 5.936 5.046
H75 -4.155 6.909 5.925
C31 -8.964 -3.494 4.777
C32 -7.552 -3.091 4.444
O21 -6.953 -4.085 3.609
P6 -5.435 -4.079 3.228
O22 -5.011 -5.226 2.447
O23 -5.099 -2.677 2.539
C33 -5.642 -2.415 1.231
C34 -7.103 -2.050 1.076
O24 -4.707 -3.899 4.617
C35 -3.318 -4.232 4.717
C36 -2.495 -2.959 4.636
H76 -9.583 -3.394 3.886
H77 -8.992 -4.500 5.188
H78 -9.384 -2.807 5.513
H79 -7.534 -2.129 3.921
H80 -6.944 -2.911 5.334
H81 -5.035 -1.604 0.821
H82 -5.450 -3.284 0.594
H83 -7.266 -1.602 0.095
H84 -7.677 -2.980 1.052
H85 -7.541 -1.372 1.807
H86 -3.156 -4.731 5.672
H87 -3.008 -4.965 3.970
H88 -1.444 -3.164 4.835
H89 -2.687 -2.411 3.713
H90 -2.846 -2.282 5.423
C37 0.130 2.479 -2.803
N1 -1.160 2.710 -3.520
O25 -1.926 3.516 -3.049
O26 -1.364 2.103 -4.537
H91 0.858 2.072 -3.490
H92 -0.133 1.731 -2.051
H93 0.327 3.422 -2.310
C38 5.151 -0.079 -5.649
N2 5.301 0.388 -7.054
O27 5.910 -0.347 -7.803
O28 4.618 1.291 -7.444
H94 5.760 0.499 -4.964
H95 5.498 -1.106 -5.585
H96 4.088 -0.042 -5.428
C39 4.501 -3.437 -3.068
N3 5.565 -4.282 -3.648
O29 5.847 -5.319 -3.100
O30 6.057 -3.893 -4.679
H97 4.826 -3.175 -2.057
H98 3.641 -4.056 -2.842
H99 4.404 -2.587 -3.720
C40 3.297 -2.456 3.928
N4 1.944 -2.088 4.389
O31 1.889 -1.079 5.017
O32 1.024 -2.749 4.032
H100 3.371 -3.407 3.412
H101 4.016 -2.420 4.736
H102 3.493 -1.699 3.172
C41 7.058 -2.754 0.807
N5 6.969 -1.394 1.400
O33 7.431 -1.196 2.497
O34 6.393 -0.550 0.757
H103 6.923 -2.599 -0.253
H104 6.263 -3.322 1.270
H105 8.035 -3.140 1.075
C42 3.062 1.384 2.852
N6 1.974 2.237 2.291
O35 2.027 2.415 1.089
O36 1.093 2.644 2.991
H106 2.950 1.426 3.931
H107 3.995 1.778 2.477
H108 2.838 0.363 2.555
C43 -1.325 -8.408 1.908
N7 -1.282 -7.939 3.322
O37 -0.865 -6.827 3.542
O38 -1.654 -8.712 4.166
H109 -0.873 -7.615 1.323
H110 -2.371 -8.513 1.641
H111 -0.766 -9.329 1.803
C44 2.013 -6.187 -1.477
N8 2.484 -6.863 -2.715
O39 2.899 -6.187 -3.618
O40 2.382 -8.065 -2.761
H112 2.840 -6.061 -0.789
H113 1.140 -6.686 -1.079
H114 1.657 -5.225 -1.838
C45 7.671 1.052 -2.236
N9 7.466 -0.427 -2.163
O41 6.448 -0.865 -2.704
O42 8.308 -1.072 -1.540
H115 8.231 1.215 -3.155
H116 8.284 1.320 -1.385
H117 6.700 1.525 -2.241

Output
- Energy above the lowest of the compared OMol25 structures with the same formula, charge and spin: 0.0 kcal/mol
- HOMO: -10.468 eV
- Largest force on an atom: 2.279 eV/Å

Results of the Löwdin charge analysis, in e, for atoms 1 through 5:
1. C -0.07
2. C -0.24
3. O -0.18
4. P 0.35
5. O -0.22

***

[2]
The molecule C3H3NOS in a non-equilibrium geometry. Source: the Open Molecules 2025 dataset; level of theory: the ωB97M-V functional and the def2-TZVPD basis.

Cartesian coordinates (Å):
N1 1.616 -1.858 0.047
C1 0.854 -1.030 -0.388
C2 0.057 0.204 -0.443
O1 1.009 1.227 -0.236
C3 -1.008 0.039 0.450
S1 -2.400 -0.556 -0.215
H1 -0.536 0.414 -1.537
H2 1.281 1.123 0.770
H3 -0.873 0.437 1.552

Output
- Energy above the lowest of the compared OMol25 structures with the same formula, charge and spin: 62.4 kcal/mol
- HOMO: -9.704 eV
- Largest force on an atom: 6.484 eV/Å

Results of the Löwdin charge analysis, in e, for atoms 1 through 5:
1. N 0.17
2. C -0.15
3. C -0.60
4. O -0.04
5. C -0.60

***

[3]
The molecule C5H6N2O in a non-equilibrium geometry. Source: the Open Molecules 2025 dataset; level of theory: the ωB97M-V functional and the def2-TZVPD basis.

Cartesian coordinates (Å):
C1 2.007 1.552 -0.117
N1 1.748 0.149 -0.478
C2 0.690 -0.427 -0.302
C3 0.115 -1.753 -0.185
C4 -0.729 -0.521 0.352
N2 -2.060 -0.255 0.013
C5 -3.134 0.191 -0.119
O1 -4.174 0.683 -0.269
H1 2.225 2.148 -0.991
H2 2.811 1.608 0.679
H3 0.996 1.774 0.311
H4 0.432 -2.482 0.649
H5 -0.323 -2.181 -1.038
H6 -0.603 -0.486 1.496

Output
- Energy above the lowest of the compared OMol25 structures with the same formula, charge and spin: 65.7 kcal/mol
- HOMO: -8.870 eV
- Largest force on an atom: 3.077 eV/Å

Results of the Löwdin charge analysis, in e, for atoms 1 through 5:
1. C -0.09
2. N 0.03
3. C -0.31
4. C -0.03
5. C -0.19

***

[4]
The molecule C8H10O in a non-equilibrium geometry. Source: the Open Molecules 2025 dataset; level of theory: the ωB97M-V functional and the def2-TZVPD basis.

Cartesian coordinates (Å):
C1 2.697 -0.073 0.027
C2 1.479 -1.042 -0.129
C3 0.102 -0.427 -0.073
C4 -1.011 -1.320 0.019
C5 -2.336 -0.929 0.002
C6 -2.561 0.429 -0.012
C7 -1.522 1.436 0.018
C8 -0.219 1.003 0.040
O1 0.814 1.863 -0.076
H1 3.408 -0.641 0.150
H2 2.617 0.527 0.913
H3 2.625 0.629 -0.647
H4 1.484 -1.756 -0.710
H5 1.349 -1.752 0.759
H6 -0.735 -2.227 -0.129
H7 -3.265 -1.681 0.005
H8 -3.682 0.807 0.002
H9 -1.568 2.418 -0.228
H10 0.323 2.737 0.069

Output
- Energy above the lowest of the compared OMol25 structures with the same formula, charge and spin: 86.9 kcal/mol
- HOMO: -8.262 eV
- Largest force on an atom: 10.690 eV/Å

Results of the Löwdin charge analysis, in e, for atoms 1 through 5:
1. C -0.02
2. C -0.12
3. C -0.09
4. C -0.05
5. C -0.12

***

[5]
A structure of composition C23H13AuCl2F5N2OS in a non-equilibrium geometry. Source: the Open Molecules 2025 dataset; level of theory: the ωB97M-V functional and the def2-TZVPD basis.

Cartesian coordinates (Å):
Au1 -2.360 0.425 0.411
N1 -7.940 -2.937 -1.730
C1 -6.813 -2.876 -1.520
C2 -5.405 -2.788 -1.269
C3 -4.539 -3.831 -1.589
C4 -3.190 -3.664 -1.335
C5 -2.756 -2.475 -0.780
N2 -3.588 -1.473 -0.465
C6 -4.887 -1.628 -0.707
H1 -4.923 -4.743 -2.025
H2 -2.477 -4.442 -1.564
H3 -1.705 -2.309 -0.573
H4 -5.550 -0.815 -0.449
Cl1 -4.821 1.354 0.752
C7 -4.702 3.059 0.134
Cl2 -3.223 3.319 -0.756
H5 -4.757 3.700 1.005
H6 -5.551 3.172 -0.530
F1 -1.052 -1.531 2.354
C8 -1.037 -0.315 2.898
C9 -1.548 0.770 2.207
C10 -1.476 2.038 2.756
F2 -1.938 3.094 2.089
C11 -0.952 2.217 4.025
F3 -0.913 3.423 4.569
C12 -0.472 1.121 4.728
F4 0.023 1.287 5.940
C13 -0.514 -0.148 4.169
F5 -0.055 -1.188 4.846
C14 8.731 0.764 -1.702
C15 7.370 0.243 -1.328
O1 7.122 -0.303 -0.290
S1 6.194 0.508 -2.661
C16 4.572 0.370 -1.969
C17 4.244 -0.238 -0.758
C18 2.931 -0.231 -0.326
C19 1.929 0.365 -1.093
C20 2.255 0.935 -2.325
C21 3.565 0.934 -2.756
C22 0.590 0.402 -0.601
C23 -0.543 0.426 -0.186
H7 9.414 0.576 -0.878
H8 8.680 1.829 -1.923
H9 9.086 0.255 -2.600
H10 5.006 -0.712 -0.163
H11 2.678 -0.699 0.616
H12 1.484 1.379 -2.939
H13 3.814 1.383 -3.709

Output
- Energy above the lowest of the compared OMol25 structures with the same formula, charge and spin: 7.2 kcal/mol
- HOMO: -10.704 eV
- Total charge: +1
- Largest force on an atom: 1.086 eV/Å

Results of the Löwdin charge analysis, in e, for atoms 1 through 5:
1. Au 1.05
2. N 0.20
3. C -0.16
4. C -0.19
5. C 0.03

***

[6]
A cluster of 2 separate species, C3H9OS in total in a non-equilibrium geometry. Source: the Open Molecules 2025 dataset; level of theory: the ωB97M-V functional and the def2-TZVPD basis.

Cartesian coordinates (Å):
C1 2.322 0.139 -0.269
O1 1.628 1.336 -0.540
H1 1.636 -0.802 -0.220
H2 3.108 -0.073 -1.317
H3 3.002 0.258 0.622
C2 -1.505 -0.107 1.115
C3 -1.583 -0.549 -0.329
S1 -1.278 0.894 -1.571
H4 -2.177 0.826 1.256
H5 -0.493 0.197 1.347
H6 -1.892 -0.841 1.857
H7 -0.886 -1.404 -0.533
H8 -2.615 -0.960 -0.519
H9 0.731 1.086 -0.899

Output
- Energy above the lowest of the compared OMol25 structures with the same formula, charge and spin: 35.6 kcal/mol
- HOMO: -2.826 eV
- Total charge: -1
- Largest force on an atom: 3.566 eV/Å

Results of the Löwdin charge analysis, in e, for atoms 1 through 5:
1. C -0.25
2. O -0.25
3. H 0.07
4. H 0.11
5. H 0.05